(1)
# C43H76ClFIN2O4

A 3-piece molecular cluster, C43H76ClFIN2O4 overall in a non-equilibrium geometry (ωB97M-V with the def2-TZVPD basis set, OMol25).

Geometry (Å):
C1 4.47 -0.85 -0.48
C2 3.43 -0.43 -0.02
C3 2.03 0.12 0.19
O1 2.13 0.86 1.39
C4 2.60 0.06 2.51
C5 4.01 0.42 3.06
C6 4.60 1.78 2.57
C7 5.88 2.08 3.44
N1 0.99 -0.97 0.28
F1 0.03 -0.75 1.22
C8 0.34 -1.33 -1.04
C9 0.42 -2.91 -1.16
C10 1.84 -3.46 -1.52
C11 2.16 -4.85 -0.86
C12 2.17 -4.85 0.71
N2 3.47 -5.08 1.34
C13 4.37 -3.92 1.24
C14 4.07 -6.32 0.92
C15 5.43 -6.26 0.17
O2 3.55 -7.38 1.18
C16 -1.19 -0.95 -1.10
C17 -2.15 -2.04 -0.50
C18 -3.58 -1.44 -0.36
C19 -4.20 -1.16 0.87
C20 -5.53 -0.65 0.82
C21 -6.22 -0.45 -0.39
C22 -5.58 -0.72 -1.64
C23 -4.27 -1.22 -1.60
C24 1.10 -0.68 -2.25
C25 0.55 -1.14 -3.65
C26 1.66 -1.67 -4.62
C27 2.19 -0.48 -5.49
Cl1 3.49 0.37 -4.54
O3 0.99 0.74 -2.07
C28 1.67 1.24 -0.93
I1 0.20 2.57 0.04
C29 2.89 2.04 -1.43
C30 3.55 3.04 -0.43
C31 3.46 4.50 -1.02
O4 3.50 5.46 0.04
H1 5.41 -1.14 -0.93
H2 2.47 -1.04 2.37
H3 1.89 0.30 3.34
H4 4.73 -0.38 2.75
H5 4.05 0.43 4.17
H6 4.99 1.60 1.54
H7 3.90 2.63 2.61
H8 5.60 2.41 4.45
H9 6.57 2.76 2.91
H10 6.43 1.11 3.53
H11 1.49 -1.82 0.58
H12 -0.26 -3.28 -1.94
H13 0.17 -3.34 -0.16
H14 1.85 -3.63 -2.62
H15 2.68 -2.76 -1.32
H16 3.09 -5.24 -1.33
H17 1.34 -5.53 -1.18
H18 1.75 -3.88 1.09
H19 1.46 -5.63 1.06
H20 3.83 -3.05 1.69
H21 4.65 -3.65 0.19
H22 5.24 -4.10 1.90
H23 5.41 -5.52 -0.66
H24 5.64 -7.27 -0.22
H25 6.21 -5.98 0.90
H26 -1.54 -0.83 -2.15
H27 -1.39 0.05 -0.64
H28 -1.83 -2.36 0.51
H29 -2.28 -2.90 -1.20
H30 -3.69 -1.35 1.82
H31 -6.10 -0.44 1.73
H32 -7.26 -0.08 -0.44
H33 -6.10 -0.58 -2.60
H34 -3.77 -1.47 -2.55
H35 2.18 -0.92 -2.29
H36 0.07 -0.23 -4.08
H37 -0.26 -1.90 -3.55
H38 1.15 -2.35 -5.33
H39 2.47 -2.20 -4.09
H40 2.59 -0.90 -6.43
H41 1.36 0.21 -5.73
H42 2.50 2.66 -2.27
H43 3.67 1.40 -1.91
H44 3.07 3.09 0.56
H45 4.64 2.84 -0.33
H46 2.47 4.63 -1.52
H47 4.26 4.71 -1.75
H48 2.63 5.39 0.47
C32 -6.10 -2.91 4.22
C33 -6.40 -1.51 4.72
C34 -5.16 -0.64 4.89
C35 -4.14 -1.14 5.91
C36 -4.68 -1.33 7.33
C37 -5.17 -0.04 7.97
H49 -5.48 -3.47 4.92
H50 -7.02 -3.47 4.08
H51 -5.58 -2.88 3.26
H52 -6.95 -1.57 5.67
H53 -7.07 -1.02 4.01
H54 -5.47 0.37 5.16
H55 -4.65 -0.55 3.92
H56 -3.30 -0.44 5.94
H57 -3.71 -2.09 5.57
H58 -3.87 -1.74 7.95
H59 -5.48 -2.08 7.34
H60 -4.38 0.71 8.00
H61 -5.51 -0.22 8.99
H62 -6.02 0.38 7.42
C38 -3.93 6.57 -4.01
C39 -2.49 6.83 -3.55
C40 -1.46 6.63 -4.66
C41 -1.37 5.22 -5.23
C42 -1.07 4.12 -4.21
C43 0.28 4.28 -3.52
H63 -4.07 5.54 -4.33
H64 -4.63 6.77 -3.20
H65 -4.19 7.23 -4.84
H66 -2.26 6.19 -2.69
H67 -2.42 7.86 -3.19
H68 -0.48 6.93 -4.27
H69 -1.68 7.32 -5.48
H70 -0.60 5.20 -6.00
H71 -2.31 4.97 -5.74
H72 -1.09 3.16 -4.72
H73 -1.87 4.08 -3.45
H74 1.09 4.29 -4.25
H75 0.45 3.45 -2.84
H76 0.32 5.21 -2.94

As for the net charge: +1. The value obtained for the largest force on an atom is 4.225 eV Å⁻¹. The calculation puts the orbital gap at 8.274 eV. The calculation puts the HOMO energy at -11.2824 eV.

Mulliken population analysis, charges in e, atoms 1 to 5: -0.083, -1.480, 1.693, 0.006, -0.177

(2)
# C29H44ClN5O3SSn

C29H44ClN5O3SSn as an isolated structure in a non-equilibrium geometry (ωB97M-V with the def2-TZVPD basis set, OMol25).

Geometry (Å):
Sn1 0.09 0.00 0.50
Cl1 -1.31 1.94 -0.06
C1 2.68 1.99 3.53
C2 1.21 0.67 2.47
N1 1.40 1.90 3.05
H1 4.25 0.44 3.63
N2 2.32 -0.04 2.83
H2 3.07 2.89 3.99
C3 0.57 3.13 2.97
C4 1.01 4.10 4.07
C5 0.78 3.85 1.65
H3 1.96 4.59 3.83
H4 0.25 4.89 4.15
H5 1.06 3.63 5.05
H6 -1.45 3.73 3.22
H7 -1.04 2.16 4.02
H8 0.30 3.31 0.83
C6 -0.89 2.79 3.14
H9 1.84 3.99 1.42
H10 0.29 4.83 1.73
H11 -1.25 2.27 2.24
C7 3.27 0.80 3.37
C8 3.65 -1.65 1.50
H12 4.54 -1.01 1.57
H13 3.98 -2.70 1.47
C9 2.68 -1.47 2.67
H14 1.77 -3.36 2.41
C10 3.38 -1.93 3.95
H15 2.84 -1.61 4.85
H16 3.16 -1.44 0.53
H17 0.96 -2.10 1.47
H18 4.42 -1.59 4.02
H19 3.41 -3.03 3.97
C11 1.45 -2.32 2.44
H20 0.74 -2.20 3.27
C12 -5.18 -1.78 -3.15
N3 -4.24 -0.99 -2.54
H21 -5.29 -3.93 -3.37
N4 -3.59 -3.04 -2.34
H22 -6.07 -1.42 -3.61
C13 -4.49 0.44 -2.28
C14 -5.45 0.98 -3.32
C15 -5.06 0.58 -0.87
H23 -6.46 0.58 -3.23
H24 -5.52 2.07 -3.21
H25 -5.06 0.80 -4.34
H26 -3.41 2.25 -2.10
H27 -2.81 1.21 -3.41
H28 -4.36 0.19 -0.12
C16 -3.20 1.21 -2.39
H29 -6.02 0.06 -0.77
H30 -5.24 1.65 -0.66
H31 -2.46 0.78 -1.72
C17 -4.79 -3.05 -3.03
C18 -3.51 -4.50 -0.39
H32 -4.60 -4.60 -0.35
H33 -3.08 -5.44 0.01
C19 -3.00 -4.29 -1.81
H34 -1.11 -5.07 -1.28
C20 -3.43 -5.45 -2.71
H35 -3.15 -5.27 -3.76
H36 -3.19 -3.67 0.26
H37 -1.16 -3.28 -1.27
H38 -4.50 -5.68 -2.65
H39 -2.90 -6.36 -2.41
C21 -1.49 -4.18 -1.80
H40 -1.09 -4.20 -2.82
C22 -3.25 -1.76 -1.99
O1 5.32 1.41 1.28
S1 4.48 2.42 0.65
O2 4.54 3.77 1.14
N5 2.92 1.94 0.48
C23 2.63 1.43 -0.71
O3 1.58 0.71 -0.97
C24 3.66 1.74 -1.71
C25 3.62 1.58 -3.10
C26 4.72 2.01 -3.84
C27 5.84 2.57 -3.20
C28 5.87 2.71 -1.80
C29 4.75 2.30 -1.09
H41 2.73 1.15 -3.53
H42 4.71 1.92 -4.92
H43 6.70 2.90 -3.78
H44 6.71 3.11 -1.26

As for the net charge: -2. The value obtained for the largest force on an atom is 3.577 eV Å⁻¹. The value obtained for the energy relative to the best compared isomer or geometry (same formula, charge and spin) is 0.0000 eV. The calculation puts the orbital gap (alpha / beta) at 1.535 / 3.333 eV. The calculation puts the HOMO energy (alpha / beta) at 2.4441 / 0.5929 eV.

Mulliken population analysis, charges in e, atoms 1 to 5: 0.614, -0.705, -0.276, -0.626, 0.769

(3)
# C3H6O2

The molecule C3H6O2 in a non-equilibrium geometry (ωB97M-V with the def2-TZVPD basis set, OMol25).

Geometry (Å):
O1 -1.68 0.29 0.58
C1 -0.88 -0.32 -0.37
C2 0.36 -1.02 0.03
C3 0.49 0.40 -0.40
O2 0.57 1.36 0.63
H1 -1.04 0.92 0.96
H2 -1.39 -0.58 -1.30
H3 0.50 -1.25 1.09
H4 0.74 -1.74 -0.67
H5 0.83 0.78 -1.35
H6 1.50 1.17 0.79

As for the net charge: 0. The value obtained for the largest force on an atom is 2.299 eV Å⁻¹. As for the SMILES: O[C@@H]1C[C@@H]1O. The value obtained for the energy relative to the best compared isomer or geometry (same formula, charge and spin) is 2.4070 eV. The calculation puts the orbital gap at 10.045 eV. The calculation puts the HOMO energy at -9.2110 eV.

Mulliken population analysis, charges in e, atoms 1 to 5: -0.559, -0.135, -0.538, -0.145, -0.539

(4)
# C3H6N2O2S

The molecule C3H6N2O2S in a non-equilibrium geometry (ωB97M-V with the def2-TZVPD basis set, OMol25).

Geometry (Å):
H1 -2.89 -0.46 -0.38
N1 -2.05 -1.00 -0.49
C1 -0.99 -0.32 -0.45
C2 0.27 -1.11 -0.35
O1 1.12 -0.68 0.79
C3 2.32 -0.15 0.63
S1 2.98 0.72 -0.62
N2 -0.65 1.05 -0.16
O2 -1.72 1.99 0.13
H2 0.72 -1.13 -1.34
H3 -0.07 -2.09 -0.13
H4 2.77 -0.10 1.67
H5 0.11 1.49 -0.59
H6 -1.91 1.78 1.29

As for the net charge: 0. The value obtained for the largest force on an atom is 5.493 eV Å⁻¹. As for the SMILES: [H]/N=C(/COC=S)NO. The value obtained for the energy relative to the best compared isomer or geometry (same formula, charge and spin) is 5.2010 eV. The calculation puts the orbital gap at 9.337 eV. The calculation puts the HOMO energy at -9.2850 eV.

Mulliken population analysis, charges in e, atoms 1 to 5: 0.274, -0.616, 0.354, -0.407, -0.293

(5)
# H2N2O2

The molecule H2N2O2 in a non-equilibrium geometry (ωB97M-V with the def2-TZVPD basis set, OMol25).

Geometry (Å):
H1 1.34 1.00 0.35
N1 0.80 0.16 0.49
N2 -0.11 0.19 -0.32
O1 -0.56 1.00 -1.09
O2 -0.82 -1.03 -0.18
H2 -0.64 -1.31 0.74

As for the net charge: 0. The value obtained for the largest force on an atom is 2.397 eV Å⁻¹. As for the SMILES: [H]/N=[N+](\[O-])O. The value obtained for the energy relative to the best compared isomer or geometry (same formula, charge and spin) is 1.8786 eV. The calculation puts the orbital gap at 11.640 eV. The calculation puts the HOMO energy at -11.0076 eV.

Mulliken population analysis, charges in e, atoms 1 to 5: 0.248, -0.695, 1.087, -0.577, -0.472

(6)
# C35H25BaBrF5N6O3Te

C35H25BaBrF5N6O3Te as an isolated structure (ωB97M-V with the def2-TZVPD basis set, OMol25).

Geometry (Å):
Ba1 0.59 0.63 1.07
N1 -2.15 -1.80 -2.09
C1 -1.71 -0.61 -1.45
N2 -1.51 -0.70 -0.07
C2 -2.31 -1.50 0.63
N3 -2.29 -1.64 1.95
N4 -1.38 -0.81 2.54
C3 -1.23 -0.95 3.80
C4 -0.29 -0.11 4.55
C5 -0.02 -0.40 5.88
C6 0.91 0.36 6.57
C7 1.54 1.41 5.91
C8 1.21 1.63 4.59
N5 0.32 0.91 3.91
C9 -3.30 -2.35 -0.08
C10 -4.31 -3.04 0.59
C11 -5.17 -3.86 -0.11
C12 -5.03 -4.02 -1.48
C13 -4.03 -3.34 -2.16
C14 -3.17 -2.50 -1.46
H1 -2.20 -1.75 -3.10
H2 -0.84 -0.22 -1.97
H3 -1.80 -1.70 4.35
H4 -0.51 -1.23 6.36
H5 1.15 0.14 7.60
H6 2.29 2.02 6.40
H7 1.68 2.44 4.04
H8 -4.39 -2.91 1.66
H9 -5.96 -4.39 0.42
H10 -5.70 -4.66 -2.03
H11 -3.91 -3.45 -3.23
Br1 3.80 -0.99 -1.11
C15 4.11 0.80 -0.52
C16 5.41 1.24 -0.35
C17 5.57 2.54 0.10
C18 4.46 3.32 0.36
C19 3.20 2.78 0.14
N6 3.03 1.52 -0.29
C20 1.93 3.61 0.43
O1 2.13 4.72 0.94
O2 0.83 3.05 0.14
H12 6.24 0.59 -0.55
H13 6.57 2.93 0.26
H14 4.52 4.33 0.73
F1 5.03 -1.02 7.03
C21 4.41 -0.94 5.84
C22 3.37 -1.79 5.53
F2 2.96 -2.69 6.44
C23 2.72 -1.71 4.31
F3 1.70 -2.55 4.07
C24 3.07 -0.76 3.32
O3 2.44 -0.66 2.20
C25 4.15 0.08 3.68
F4 4.55 1.02 2.80
C26 4.80 0.00 4.89
F5 5.81 0.83 5.17
C27 -1.04 0.50 -7.93
C28 -1.57 0.68 -6.53
C29 -2.79 0.14 -6.15
C30 -3.28 0.29 -4.85
C31 -4.63 -0.30 -4.53
C32 -2.53 1.01 -3.91
Te1 -3.17 1.13 -1.89
C33 -1.30 1.58 -4.29
C34 -0.47 2.40 -3.33
C35 -0.85 1.40 -5.59
H15 -1.73 -0.08 -8.54
H16 -0.08 0.00 -7.92
H17 -0.90 1.47 -8.42
H18 -3.37 -0.41 -6.87
H19 -5.02 -0.85 -5.38
H20 -5.34 0.48 -4.26
H21 -4.59 -0.97 -3.67
H22 -0.11 1.82 -2.48
H23 -1.04 3.22 -2.91
H24 0.40 2.80 -3.85
H25 0.11 1.84 -5.87

As for the net charge: -1. The value obtained for the largest force on an atom is 0.239 eV Å⁻¹. The value obtained for the energy relative to the best compared isomer or geometry (same formula, charge and spin) is 0.6635 eV. The calculation puts the orbital gap at 6.985 eV. The calculation puts the HOMO energy at -4.8806 eV.

Mulliken population analysis, charges in e, atoms 1 to 5: 1.923, -0.055, -1.600, 0.199, -0.036